{
  "formula": "C45H117N7O17",
  "method": "ωB97M-V/def2-TZVPD",
  "species": ["C", "O", "C", "C", "N", "C", "C", "O", "C", "H", "H", "H", "H", "H", "H", "H", "H", "H", "H", "H", "H", "H", "H", "H", "C", "O", "C", "C", "N", "C", "C", "O", "C", "H", "H", "H", "H", "H", "H", "H", "H", "H", "H", "H", "H", "H", "H", "H", "C", "O", "C", "C", "N", "C", "C", "O", "C", "H", "H", "H", "H", "H", "H", "H", "H", "H", "H", "H", "H", "H", "H", "H", "C", "O", "C", "C", "N", "C", "C", "O", "C", "H", "H", "H", "H", "H", "H", "H", "H", "H", "H", "H", "H", "H", "H", "H", "C", "O", "C", "C", "N", "C", "C", "O", "C", "H", "H", "H", "H", "H", "H", "H", "H", "H", "H", "H", "H", "H", "H", "H", "C", "O", "C", "C", "N", "C", "C", "O", "C", "H", "H", "H", "H", "H", "H", "H", "H", "H", "H", "H", "H", "H", "H", "H", "C", "O", "C", "C", "N", "C", "C", "O", "C", "H", "H", "H", "H", "H", "H", "H", "H", "H", "H", "H", "H", "H", "H", "H", "C", "O", "H", "H", "H", "H", "C", "O", "H", "H", "H", "H", "C", "O", "H", "H", "H", "H"],
  "coordinates": [[2.38599, 4.11739, -3.09893], [1.44848, 4.53888, -2.10764], [0.89280, 3.33937, -1.57872], [-0.01940, 3.71270, -0.42630], [0.76089, 4.33508, 0.68252], [-0.11725, 5.03854, 1.63644], [0.78028, 5.89446, 2.56269], [1.34508, 6.94596, 1.81264], [1.97643, 7.94821, 2.60233], [3.18717, 3.51000, -2.67786], [2.82418, 5.00927, -3.54686], [1.87040, 3.61953, -3.92015], [1.69406, 2.72427, -1.16917], [0.23861, 2.76073, -2.23088], [-0.45046, 2.78654, -0.04614], [-0.78135, 4.39776, -0.79809], [1.38878, 5.02938, 0.30331], [-0.65446, 4.31856, 2.25380], [-0.89071, 5.64153, 1.16077], [1.58277, 5.28959, 2.98489], [0.22619, 6.25845, 3.42790], [1.16593, 8.42066, 3.15729], [2.42869, 8.63672, 1.88852], [2.67731, 7.43808, 3.26311], [4.51357, 1.94684, 0.25898], [5.32493, 3.07682, -0.16997], [4.78680, 4.31350, 0.34372], [5.58713, 5.50890, -0.28611], [6.86612, 5.79645, 0.45057], [7.80508, 4.62922, 0.36975], [9.19335, 4.93025, 1.02040], [9.90203, 5.88588, 0.29339], [10.33052, 5.42715, -0.96013], [4.66181, 1.59790, 1.28092], [4.96075, 1.14554, -0.32930], [3.44573, 1.96557, 0.04110], [4.89086, 4.27864, 1.42819], [3.75057, 4.41447, 0.02103], [4.95680, 6.39747, -0.32103], [5.83901, 5.32126, -1.32988], [7.27533, 6.60960, 0.01305], [7.93090, 4.38460, -0.68496], [7.42649, 3.71983, 0.83644], [9.72219, 4.01367, 1.28177], [9.05853, 5.36448, 2.01104], [10.67609, 4.40211, -0.82615], [11.25833, 5.87109, -1.32094], [9.54003, 5.46971, -1.70940], [-3.28533, 2.08223, -1.13392], [-4.38017, 2.57325, -1.92265], [-4.50502, 2.00436, -3.24506], [-5.57870, 2.82277, -4.06488], [-6.89480, 2.83914, -3.36516], [-7.38892, 1.49170, -3.04162], [-8.78719, 1.60487, -2.43120], [-8.87302, 2.55129, -1.38008], [-9.78128, 2.19891, -0.31372], [-3.48954, 1.10261, -0.70177], [-3.07178, 2.80343, -0.34502], [-2.38887, 2.02543, -1.75136], [-4.84114, 0.97406, -3.12847], [-3.56871, 2.10981, -3.79306], [-5.64091, 2.43617, -5.08212], [-5.24924, 3.84572, -4.24692], [-6.65071, 3.23953, -2.47061], [-6.78015, 0.98049, -2.29586], [-7.27745, 0.86424, -3.92591], [-8.98082, 0.59851, -2.05993], [-9.49865, 1.92106, -3.19406], [-9.88556, 3.03912, 0.37277], [-9.32405, 1.43786, 0.31862], [-10.77795, 2.00908, -0.71209], [-0.75226, 1.90320, -5.28610], [-0.89882, 0.51704, -5.73577], [-1.44088, -0.36361, -4.71264], [-0.49772, -1.53169, -4.48022], [0.75355, -0.99722, -3.92128], [1.62658, -2.03716, -3.41141], [2.95086, -1.37439, -3.03861], [3.51239, -0.65718, -4.12063], [4.80287, -0.16248, -3.91647], [-0.17410, 1.95340, -4.36344], [-1.68829, 2.44182, -5.13836], [-0.21114, 2.38660, -6.09950], [-2.35317, -0.75774, -5.16038], [-1.75489, 0.06526, -3.76102], [-0.29990, -1.98939, -5.44948], [-1.06797, -2.19987, -3.83488], [1.22450, -0.48773, -4.65525], [1.85564, -2.76033, -4.19414], [1.21700, -2.53266, -2.53117], [3.55156, -2.22011, -2.70394], [2.84216, -0.73146, -2.16515], [4.68017, 0.70181, -3.26375], [5.30953, 0.19965, -4.81104], [5.49821, -0.83777, -3.41790], [2.85316, -1.29596, 2.91010], [2.90352, -2.70434, 2.64171], [3.37269, -3.46594, 3.67589], [2.96946, -4.95307, 3.59045], [3.74847, -5.72624, 2.57527], [3.43064, -7.13529, 2.71251], [3.89636, -7.96804, 1.52006], [3.18285, -7.47659, 0.39077], [3.65456, -8.12340, -0.81341], [2.62663, -0.70851, 2.02033], [3.79354, -0.89103, 3.28401], [2.10444, -1.07398, 3.67052], [2.91532, -3.13321, 4.60767], [4.46118, -3.45437, 3.73216], [1.91025, -4.93969, 3.33356], [3.07731, -5.34893, 4.60028], [3.48063, -5.39924, 1.65798], [2.35977, -7.28482, 2.85022], [3.98274, -7.50127, 3.57816], [3.74045, -9.04140, 1.62822], [4.94877, -7.76161, 1.32535], [3.78101, -9.19340, -0.64848], [4.57695, -7.66640, -1.17178], [2.81826, -8.02052, -1.50487], [-2.84852, -2.17172, -1.69940], [-3.18052, -3.44233, -1.12512], [-3.54005, -3.29878, 0.22733], [-3.52832, -4.76134, 0.79080], [-4.69733, -5.45255, 0.26842], [-4.82164, -6.81451, 0.86542], [-4.06979, -7.80576, -0.03079], [-4.50016, -7.75032, -1.42156], [-3.66377, -8.55135, -2.27177], [-3.67828, -1.46490, -1.70164], [-2.59588, -2.25717, -2.75627], [-1.95752, -1.71574, -1.26780], [-4.50300, -2.80910, 0.37238], [-2.75590, -2.72698, 0.72357], [-3.58687, -4.76564, 1.87922], [-2.65470, -5.31197, 0.44196], [-4.54424, -5.61227, -0.71705], [-5.87849, -7.08044, 0.84441], [-4.44236, -6.90631, 1.88317], [-4.26633, -8.81083, 0.34245], [-2.99686, -7.62283, 0.02789], [-3.88010, -8.27139, -3.30275], [-3.80400, -9.62814, -2.17714], [-2.59159, -8.39927, -2.14766], [-1.24876, -2.70756, 3.92902], [-2.03724, -1.75933, 3.23630], [-1.27316, -0.52185, 2.89992], [-2.15115, 0.18844, 1.82984], [-3.42883, 0.61309, 2.42935], [-3.41902, 1.94667, 3.00922], [-4.60299, 2.19863, 3.96313], [-4.37708, 1.29634, 5.04387], [-5.48815, 1.34391, 5.96369], [-1.75217, -3.67355, 3.96832], [-1.13024, -2.30183, 4.93373], [-0.23296, -2.88168, 3.57414], [-0.33132, -0.81785, 2.43794], [-1.09416, 0.13273, 3.75290], [-2.32314, -0.52438, 1.02336], [-1.60330, 1.05465, 1.45884], [-3.72484, 0.01376, 3.18650], [-3.48472, 2.66996, 2.19642], [-2.47740, 2.04662, 3.54907], [-5.46780, 1.94086, 3.35178], [-4.70664, 3.23667, 4.27909], [-5.40713, 0.66204, 6.81021], [-6.47077, 1.17103, 5.52474], [-5.56896, 2.34039, 6.39797], [0.39484, -3.55116, 0.85824], [1.71441, -3.92943, 0.55823], [-0.07843, -4.38286, 1.38016], [0.35962, -2.59559, 1.38143], [-0.16573, -3.53975, -0.07650], [2.30874, -3.47631, 1.16077], [1.18258, 1.93253, 3.22741], [1.37290, 1.64574, 1.86329], [1.76039, 2.74869, 3.66114], [0.10944, 2.11771, 3.27399], [1.37510, 1.01681, 3.78643], [1.34851, 2.46801, 1.36844], [0.58929, -0.09071, -0.53209], [-0.19231, 0.27067, -1.65518], [0.77664, -1.16445, -0.52296], [1.54815, 0.42761, -0.52747], [0.15777, 0.09594, 0.45129], [0.18746, -0.22802, -2.38229]],
  "mulliken_charge": [-0.446, -0.605, 0.775, -0.140, -0.083, -0.246, -0.968, -0.313, -0.810, 0.121, 0.320, 0.165, -0.217, -0.205, -0.715, 0.895, 0.280, -0.019, 0.453, 0.281, 0.592, 0.328, 0.230, 0.319, -1.058, -0.347, 0.331, -1.009, -0.478, -0.122, -0.736, -0.388, -0.717, 0.357, 0.360, 0.345, 0.394, -0.257, 0.445, 0.408, 0.270, 0.261, 0.194, 0.407, 0.382, 0.331, 0.291, 0.226, 0.262, -0.486, 0.746, -1.265, -0.377, -0.382, -0.694, -0.333, -0.762, 0.124, 0.148, -0.226, 0.178, -0.332, 0.395, 0.450, 0.309, 0.142, 0.453, 0.433, 0.348, 0.248, 0.323, 0.302, -0.402, -0.512, 0.004, -1.004, -0.331, -0.756, -0.259, -0.399, -0.550, 0.008, 0.215, 0.357, 0.539, -0.118, 0.476, 0.415, 0.264, 0.571, 0.180, 0.538, -0.034, 0.054, 0.268, 0.332, -0.942, -0.325, -0.771, -0.648, -0.407, -0.631, -0.684, -0.184, -0.821, 0.113, 0.413, 0.339, 0.436, 0.323, 0.234, 0.579, 0.300, 0.357, 0.339, 0.435, 0.363, 0.325, 0.300, 0.224, -0.455, -0.510, 0.381, -0.886, -0.399, -0.695, -0.538, -0.352, -0.753, 0.452, 0.266, -0.172, 0.411, -0.378, 0.474, 0.305, 0.359, 0.379, 0.316, 0.466, 0.304, 0.266, 0.303, 0.303, -0.737, -0.335, 0.792, 0.408, -0.251, -0.020, -0.971, -0.277, -0.847, 0.281, 0.387, 0.066, -0.726, 0.771, -0.622, -0.354, 0.429, 0.256, -0.002, 0.391, 0.511, 0.255, 0.337, 0.320, -0.067, -0.595, 0.530, -0.289, 0.098, 0.598, -0.639, 0.597, 0.213, -0.080, 0.201, -0.202, 0.099, 0.953, 0.109, -0.267, -0.389, -0.190],
  "homo_energy_ev": -8.442,
  "smiles": "COCCNCCOC.COCCNCCOC.COCCNCCOC.COCCNCCOC.COCCNCCOC.COCCNCCOC.COCCNCCOC.CO.CO.CO",
  "homo_lumo_gap_ev": 9.015,
  "relative_energy_kj_mol": 300.21,
  "charge": 0
}